1.
A structure of composition H2P4S3 at a distorted geometry, computed with ωB97M-V with the def2-TZVPD basis set.

**LUMO**: 0.1994 Ha
**Total charge**: -2
**ΔE to the lowest compared entry with this formula, charge and spin**: 22.9 kcal per mole
**Frontier orbital gap**: 5.3 eV
**F_max**: 4.0 eV/A
**Energy**: -2561.22762 Eh

Last column: Löwdin charge in e.
CARTESIAN COORDINATES (ANGSTROEM)
P -0.691 1.764 0.146  0.1204
P 1.038 -1.218 -0.816  -0.0118
P 1.214 0.602 0.581  -0.3209
P -1.995 0.291 -0.760  -0.2306
S 2.810 1.537 -0.244  -0.4659
S -3.748 0.316 0.089  -0.2939
S -0.666 -2.103 0.058  -0.3233
H -0.801 1.635 1.625  -0.1690
H 0.510 -0.451 -1.710  -0.3050


2.
An isolated molecule of C24H28F3N3O3, computed with ωB97M-V with the def2-TZVPD basis set.

**LUMO**: 0.0166 Ha
**Total charge**: 0
**ΔE to the lowest compared entry with this formula, charge and spin**: 24.9 kcal per mole
**Frontier orbital gap**: 7.8 eV
**F_max**: 1.0 eV/A
**SMILES**: COc1cc(C)c2c(Oc3cccc(C(F)(F)F)c3)c(OC)cc(N[C@H](C)CCCN)c2n1
**Energy**: -1620.95430 Eh

Last column: Löwdin charge in e.
CARTESIAN COORDINATES (ANGSTROEM)
C -1.456 4.250 3.360  -0.0807
O -1.292 2.990 3.975  -0.0538
C -0.705 2.039 3.225  -0.3376
C -0.526 0.768 3.814  0.0616
C 0.047 -0.246 3.098  -0.1643
C 0.227 -1.584 3.739  -0.0207
C 0.456 0.022 1.753  -0.0196
C 1.037 -0.921 0.878  -0.1401
O 1.308 -2.215 1.307  0.0253
C 0.768 -3.253 0.630  -0.2463
C -0.328 -3.144 -0.225  0.0055
C -0.838 -4.267 -0.848  -0.0540
C -0.282 -5.514 -0.628  -0.0235
C 0.802 -5.621 0.235  -0.1203
C 1.394 -6.970 0.521  -0.5847
F 0.811 -7.563 1.586  0.1352
F 1.256 -7.832 -0.499  0.1349
F 2.706 -6.923 0.801  0.1372
C 1.327 -4.508 0.867  0.0777
C 1.419 -0.556 -0.410  -0.2074
O 1.978 -1.550 -1.162  -0.0712
C 2.326 -1.283 -2.497  -0.0655
C 1.220 0.749 -0.866  0.0359
C 0.633 1.702 -0.054  -0.2020
N 0.441 3.005 -0.417  0.0617
C 0.159 3.476 -1.752  -0.3875
C 0.950 4.760 -2.008  -0.0514
C -1.348 3.735 -1.941  -0.1552
C -2.257 2.543 -1.617  -0.1874
C -2.427 1.521 -2.753  -0.2857
N -1.274 0.707 -3.084  0.0063
C 0.249 1.339 1.271  -0.1430
N -0.332 2.314 2.005  0.1697
H -1.946 4.884 4.096  0.0903
H -2.076 4.163 2.463  0.0867
H -0.487 4.672 3.080  0.0900
H -0.854 0.629 4.832  0.1231
H 1.266 -1.899 3.681  0.0931
H -0.376 -2.336 3.231  0.0931
H -0.077 -1.543 4.782  0.0820
H -0.779 -2.178 -0.395  0.1221
H -1.682 -4.168 -1.513  0.1092
H -0.676 -6.391 -1.116  0.1171
H 2.171 -4.590 1.534  0.1361
H 1.453 -0.984 -3.087  0.0930
H 2.717 -2.221 -2.886  0.0994
H 3.102 -0.513 -2.566  0.0976
H 1.559 1.022 -1.851  0.1038
H -0.005 3.530 0.325  0.1216
H 0.496 2.717 -2.462  0.1133
H 0.641 5.536 -1.312  0.0776
H 0.784 5.116 -3.021  0.0764
H 2.012 4.577 -1.869  0.0775
H -1.525 4.058 -2.969  0.1161
H -1.620 4.565 -1.284  0.1125
H -1.888 2.029 -0.725  0.0989
H -3.252 2.928 -1.382  0.1063
H -3.228 0.830 -2.468  0.1047
H -2.741 2.036 -3.665  0.1088
H -0.551 1.272 -3.515  0.0540
H -0.887 0.290 -2.243  0.0465


3.
A cluster of 2 separate species, C5H9NO in total at a distorted geometry, computed with ωB97M-V with the def2-TZVPD basis set.

**LUMO (spin up / spin down)**: 0.0035 / 0.0035 Ha
**Total charge**: 0
**ΔE to the lowest compared entry with this formula, charge and spin**: 102.6 kcal per mole
**Frontier orbital gap (spin up / spin down)**: 8.1 / 8.1 eV
**F_max**: 1.1 eV/A
**Energy**: -325.77401 Eh

Last column: Löwdin charge in e.
CARTESIAN COORDINATES (ANGSTROEM)
C -1.597 -0.285 -0.873  -0.0734
C -1.191 -0.582 0.532  -0.2067
O -0.763 -1.837 0.649  0.0230
C 0.807 0.773 0.682  -0.2651
C 1.696 -0.170 -0.104  -0.1135
C 0.492 2.014 0.032  -0.2818
N 0.148 2.978 -0.519  0.1280
H -1.576 0.790 -1.060  0.0722
H -2.628 -0.634 -1.010  0.0923
H -0.974 -0.814 -1.607  0.0876
H -0.535 0.260 1.097  0.0697
H -0.600 -2.029 1.585  0.1275
H 1.156 0.939 1.707  0.1149
H 2.749 0.136 -0.081  0.0801
H 1.388 -0.218 -1.154  0.0786
H 1.634 -1.186 0.306  0.0667


4.
A structure of composition C28H37CeClN4P2 at a distorted geometry, computed with ωB97M-V with the def2-TZVPD basis set.

**LUMO (spin up / spin down)**: -0.3634 / -0.3663 Ha
**Total charge**: +2
**Frontier orbital gap (spin up / spin down)**: 1.5 / 1.5 eV
**F_max**: 3.8 eV/A
**Energy**: -2925.36278 Eh

Last column: Löwdin charge in e.
CARTESIAN COORDINATES (ANGSTROEM)
Ce -0.349 -1.461 -0.281  1.5157
C -1.341 1.919 -0.753  -0.0827
C -1.655 0.975 -1.666  -0.1581
C -1.043 0.845 -3.047  -0.1778
C 0.217 -0.058 -3.161  -0.1830
C 1.287 0.093 -2.102  -0.1997
C 1.572 1.197 -1.377  -0.0515
C 1.030 2.547 -1.645  -0.1390
C -0.276 2.950 -0.886  -0.1278
C 1.554 -1.376 1.040  -0.1955
H -1.968 2.017 0.141  0.1175
H -2.561 0.358 -1.504  0.1212
H -0.843 1.846 -3.461  0.1224
H -1.827 0.417 -3.706  0.1219
H -0.128 -1.114 -3.204  0.1080
H 0.653 0.133 -4.157  0.1398
H 1.982 -0.763 -2.064  0.1291
H 2.311 1.144 -0.572  0.1308
H 0.881 2.682 -2.723  0.1259
H 1.785 3.285 -1.327  0.1416
H -0.004 3.268 0.135  0.1304
H -0.698 3.842 -1.385  0.1532
H 1.429 -1.084 2.091  0.0396
H 2.466 -0.903 0.651  0.0493
H 1.701 -2.480 1.009  0.0526
P 1.288 -1.183 -8.385  1.0425
P -1.732 -0.658 -8.014  1.0174
N 2.737 -0.202 -8.338  -0.2891
N 2.066 -2.423 -9.426  -0.2593
N -2.022 1.064 -7.824  -0.2643
N -3.400 -1.025 -8.469  -0.2835
C 0.441 -0.265 -9.754  -0.3855
C -1.067 -0.566 -9.751  -0.3872
C 3.131 0.464 -7.168  -0.1733
C 4.170 1.327 -7.479  -0.0968
C 4.421 1.216 -8.892  -0.0642
C 3.514 0.285 -9.397  -0.1148
C 2.218 -3.738 -8.975  -0.1624
C 2.672 -4.524 -10.022  -0.0921
C 2.804 -3.679 -11.168  -0.0718
C 2.432 -2.401 -10.773  -0.1573
C -1.819 1.674 -6.579  -0.1692
C -1.935 3.046 -6.730  -0.0956
C -2.197 3.303 -8.112  -0.0682
C -2.244 2.079 -8.757  -0.1413
C -4.300 -0.322 -9.277  -0.1283
C -5.394 -1.133 -9.538  -0.0753
C -5.147 -2.393 -8.904  -0.0966
C -3.924 -2.311 -8.275  -0.1703
H 0.849 -0.507 -10.745  0.0686
H 0.615 0.809 -9.594  0.0910
H -1.605 0.166 -10.373  0.0722
H -1.256 -1.555 -10.199  0.0952
H 2.629 0.238 -6.245  0.0619
H 4.690 1.968 -6.790  0.0851
H 5.159 1.745 -9.463  0.0947
H 3.370 -0.059 -10.401  0.0841
H 1.982 -3.971 -7.951  0.0828
H 2.885 -5.582 -9.976  0.0944
H 3.124 -3.963 -12.161  0.1010
H 2.404 -1.490 -11.353  0.0853
H -1.615 1.057 -5.720  0.0465
H -1.844 3.780 -5.942  0.0865
H -2.335 4.269 -8.584  0.1051
H -2.429 1.861 -9.800  0.0995
H -4.095 0.689 -9.589  0.0832
H -6.260 -0.856 -10.121  0.0991
H -5.795 -3.261 -8.924  0.0967
H -3.350 -3.028 -7.705  0.0869
Cl -1.052 0.382 2.519  0.6696
C -1.811 -0.822 1.475  -0.6913
H -1.951 -1.754 2.057  0.0545
H -2.800 -0.450 1.183  0.0495


> Which of these has the highest F_max?

H2P4S3


> F_max of number 3 (C5H9NO)?

1.1 eV/A